<1>
Below is a structure of composition C10H12O2S, with properties calculated with wB97M-V/def2-TZVPD.

Geometry as XYZ:
```
25
Properties=species:S:1:pos:R:3
C -3.15 1.32 -0.04
C -3.05 0.23 0.81
C -2.07 1.89 -0.73
C -1.81 -0.41 0.91
C -0.83 1.23 -0.61
C -0.72 0.07 0.19
C 1.37 -1.16 1.09
C 2.80 -0.64 0.93
C 0.62 -0.47 0.09
C 0.89 -1.37 -1.89
O 1.83 1.67 1.16
O 2.56 1.23 -1.18
S 2.00 0.78 0.05
H -4.06 1.85 -0.17
H -3.89 -0.07 1.27
H -2.43 2.72 -1.18
H -1.60 -1.39 1.53
H 0.13 1.48 -1.04
H 1.40 -2.24 1.17
H 0.92 -0.85 2.14
H 3.20 -0.28 1.81
H 3.43 -1.28 0.25
H -0.18 -1.07 -2.18
H 1.07 -2.47 -2.01
H 1.60 -0.74 -2.38
```

- HOMO level (eV) = -8.83
- LUMO (hartree) = 0.0041
- multiplicity = 1



<2>
Below is a cluster of 2 separate species, C10H12O2S in total, with properties calculated with wB97M-V/def2-TZVPD.

Geometry as XYZ:
```
25
Properties=species:S:1:pos:R:3
C 2.19 2.02 -0.98
C 2.36 0.95 -0.39
C 2.14 -0.29 0.38
C 2.86 -1.54 -0.07
O 2.46 -0.18 1.79
H 2.43 2.95 -1.35
H 1.05 -0.33 0.36
H 2.57 -2.52 0.36
H 3.93 -1.43 0.17
H 2.50 -1.64 -1.15
H 1.76 0.29 2.21
O -0.26 3.16 0.52
S -0.38 1.75 1.37
C -1.87 0.91 0.82
C -1.99 -0.39 1.28
C -2.84 -1.24 0.64
C -3.73 -0.71 -0.29
C -3.56 0.59 -0.78
C -2.68 1.41 -0.17
H 0.39 2.94 -0.18
H -1.17 -0.81 1.89
H -2.67 -2.33 0.87
H -4.31 -1.54 -0.77
H -4.04 1.07 -1.65
H -2.38 2.35 -0.70
```

- HOMO level (eV) = -8.33
- LUMO (hartree) = 0.0217
- SMILES string = C#C[C@@H](C)O.OSc1ccccc1
- multiplicity = 1



Which structure wins on stability? <2> wins.